1.
Formula: C14H46N14O8
Source: the OMol25 dataset
Level of theory: ωB97M-V/def2-TZVPD

Last column: Mulliken charge in e.
Positions of all 82 atoms, in Å:
C -20.25 7.06 -14.81  0.594
O -19.90 7.48 -13.71  -0.671
N -21.51 6.71 -15.11  -0.351
N -19.32 6.93 -15.83  -0.407
H -22.21 6.98 -14.44  0.203
H -21.72 6.24 -15.97  0.159
H -19.58 6.87 -16.79  0.173
H -18.38 6.83 -15.50  0.217
C -19.99 13.23 -13.61  0.767
O -20.88 14.01 -13.94  -0.775
N -18.80 13.11 -14.26  -0.422
N -20.17 12.37 -12.56  -0.402
H -18.23 12.34 -13.96  0.160
H -18.55 13.71 -15.02  0.214
H -19.37 11.95 -12.12  0.198
H -21.01 12.61 -12.06  0.229
C -23.43 9.25 -13.59  0.561
O -23.60 8.08 -13.26  -0.904
N -24.29 9.96 -14.38  -0.020
N -22.19 9.84 -13.54  -0.035
H -23.98 10.90 -14.63  -0.141
H -25.16 9.55 -14.66  0.280
H -22.05 10.75 -13.94  0.096
H -21.42 9.28 -13.21  -0.041
C -27.13 7.46 -12.26  0.529
O -28.15 6.91 -11.88  -0.691
N -26.81 8.74 -11.87  -0.267
N -26.28 6.92 -13.17  -0.210
H -26.03 9.28 -12.18  0.107
H -27.49 9.18 -11.28  0.172
H -25.39 7.40 -13.30  0.207
H -26.47 6.04 -13.60  0.176
C -17.79 8.44 -11.15  0.439
O -17.19 9.00 -10.24  -0.673
N -19.09 8.04 -11.10  -0.340
N -17.18 8.19 -12.36  -0.398
H -19.58 7.81 -11.96  0.455
H -19.58 8.19 -10.24  0.173
H -17.76 7.99 -13.15  0.270
H -16.27 8.60 -12.44  0.200
C -25.80 9.20 -17.74  0.577
O -25.59 8.80 -16.61  -0.579
N -26.04 10.52 -18.02  -0.136
N -25.98 8.35 -18.79  -0.443
H -26.06 10.82 -18.97  0.149
H -26.27 11.14 -17.27  -0.005
H -25.78 7.38 -18.61  0.257
H -26.18 8.67 -19.72  0.145
C -29.04 16.01 -14.34  -1.413
C -28.66 14.54 -14.45  1.589
C -27.73 14.11 -13.35  -1.027
O -27.41 12.76 -13.54  -0.300
C -26.56 12.26 -12.53  -0.261
N -29.91 13.73 -14.38  -0.835
H -29.59 16.08 -13.39  0.350
H -29.78 16.33 -15.07  0.362
H -28.15 16.63 -14.23  0.335
H -28.16 14.29 -15.40  -0.617
H -28.23 14.28 -12.38  0.486
H -26.82 14.73 -13.34  0.372
H -26.93 12.37 -11.51  0.442
H -25.64 12.85 -12.62  0.233
H -26.38 11.21 -12.76  -0.246
H -29.61 12.81 -14.05  0.283
H -30.23 13.50 -15.32  0.293
C -23.00 11.92 -16.73  -1.212
C -23.65 13.04 -15.96  0.074
C -25.14 13.21 -16.23  -0.244
O -25.33 13.43 -17.60  -0.407
C -26.59 13.80 -18.04  -0.845
N -23.49 12.87 -14.49  -0.467
H -23.01 12.07 -17.82  0.381
H -23.49 10.96 -16.59  0.223
H -21.95 11.83 -16.46  0.345
H -23.22 14.01 -16.22  0.414
H -25.44 14.11 -15.67  0.343
H -25.77 12.38 -15.87  0.283
H -27.38 13.30 -17.47  0.325
H -26.79 13.82 -19.12  0.318
H -26.76 14.88 -17.85  0.332
H -22.60 13.32 -14.23  0.117
H -24.14 13.46 -13.99  0.174

Summary:
SMILES string = COC[C@H](C)N.COC[C@H](C)N.NC(N)=O.NC(N)=O.NC(N)=O.NC(N)=O.NC(N)=O.NC(N)=O
HOMO = -0.3319 Eh
Gap between HOMO and LUMO = 9.18 eV
LUMO = 0.15 eV
Energy = -52511.0866 eV



2.
Formula: C35H29Cl5N3OP2Pd
Source: the OMol25 dataset
Level of theory: ωB97M-V/def2-TZVPD

Last column: Mulliken charge in e.
Positions of all 76 atoms, in Å:
Pd -1.61 0.13 2.29  -0.585
Cl -4.00 1.24 -0.54  -0.149
C -4.47 0.31 0.84  0.537
C -3.55 0.02 1.83  -0.757
C -4.08 -0.45 3.03  1.261
Cl -2.92 -0.46 4.35  -0.251
C -5.40 -0.78 3.23  -0.326
Cl -5.94 -1.36 4.75  -0.170
C -6.28 -0.61 2.16  0.500
Cl -7.92 -1.06 2.33  -0.161
C -5.82 -0.03 0.98  -0.108
Cl -6.92 0.27 -0.30  -0.166
C 3.55 -0.68 4.82  -1.014
N 2.31 -0.15 4.29  0.103
C 1.88 1.21 4.53  -0.463
C 0.56 1.24 3.78  0.112
O -0.19 2.17 3.65  -0.574
N 0.33 -0.03 3.25  0.223
C 1.36 -0.80 3.59  0.218
N 1.45 -2.10 3.31  -0.270
H 4.35 0.04 4.66  0.327
H 3.83 -1.60 4.31  0.362
H 3.47 -0.88 5.89  0.309
H 2.57 1.95 4.12  0.328
H 1.72 1.41 5.59  0.368
H 0.74 -2.53 2.74  0.057
H 2.21 -2.66 3.64  0.188
C -1.19 -0.01 -1.38  -1.191
P -0.54 -0.16 0.32  0.186
C 0.10 -1.86 0.38  1.091
C -0.75 -2.81 0.96  -1.226
C -0.37 -4.15 1.01  -0.358
C 0.86 -4.54 0.48  -0.757
C 1.69 -3.60 -0.11  -0.935
C 1.31 -2.26 -0.18  0.030
C 0.79 1.08 0.43  2.430
C 0.35 2.40 0.36  -1.046
C 1.25 3.45 0.52  -1.033
C 2.59 3.18 0.75  -0.760
C 3.03 1.86 0.83  -0.959
C 2.13 0.82 0.68  -0.505
P -0.22 -0.75 -2.80  0.051
C 1.30 0.28 -2.82  0.439
C 2.52 -0.38 -2.93  -0.431
C 3.71 0.33 -2.97  -0.654
C 3.69 1.72 -2.90  -0.619
C 2.47 2.38 -2.80  -0.595
C 1.28 1.67 -2.76  -0.114
C -1.16 0.02 -4.17  0.785
C -2.53 0.28 -4.12  -0.359
C -3.19 0.77 -5.23  -0.698
C -2.50 1.02 -6.41  -0.514
C -1.14 0.76 -6.47  -0.668
C -0.47 0.26 -5.36  -0.591
H -1.41 1.05 -1.55  0.963
H -2.14 -0.54 -1.38  0.908
H -1.69 -2.50 1.39  0.238
H -1.02 -4.88 1.46  0.439
H 1.16 -5.58 0.52  0.422
H 2.63 -3.90 -0.54  0.484
H 1.95 -1.54 -0.66  0.345
H -0.70 2.62 0.21  0.404
H 0.90 4.47 0.48  0.484
H 3.30 3.99 0.87  0.460
H 4.08 1.65 1.00  0.479
H 2.49 -0.20 0.76  0.288
H 2.54 -1.46 -3.01  0.478
H 4.65 -0.19 -3.08  0.455
H 4.61 2.28 -2.94  0.428
H 2.45 3.47 -2.76  0.463
H 0.34 2.20 -2.71  0.410
H -3.10 0.09 -3.22  0.380
H -4.25 0.97 -5.17  0.418
H -3.02 1.41 -7.27  0.386
H -0.59 0.94 -7.39  0.397
H 0.59 0.06 -5.42  0.376

Summary:
HOMO = -0.3888 Eh
Gap between HOMO and LUMO = 7.48 eV
Total charge = +1
LUMO = -3.10 eV
Energy = -127949.5526 eV



Question: The highest energy belongs to which entry?
Answer: C14H46N14O8



Question: Among the records above, which one has the lowest LUMO?
Answer: C35H29Cl5N3OP2Pd



Question: The highest LUMO belongs to which entry?
Answer: C14H46N14O8